1.
{
  "formula": "C8H17INO6S2Tl",
  "method": "ωB97M-V with the def2-TZVPD basis set",
  "homo_lumo_gap_ev": 2.71,
  "e_homo_ev": -14.979,
  "de_lowest_kj_mol": 671.5,
  "charge": 2,
  "elements": ["C", "C", "O", "C", "C", "O", "C", "S", "O", "O", "N", "S", "O", "O", "C", "C", "C", "I", "H", "H", "H", "H", "H", "H", "H", "H", "H", "H", "H", "H", "H", "H", "H", "H", "H", "Tl"],
  "positions_angstrom": [[4.1517, -2.3773, 0.9627], [5.0939, -1.2100, 1.6266], [4.7462, 0.1666, 1.2422], [4.6203, 0.3294, -0.2144], [3.0226, 0.4427, -0.5631], [2.6323, 1.6348, -1.3313], [1.3855, 2.2085, -0.7799], [-0.1247, 1.0723, -1.0072], [-0.0851, 0.0094, 0.1583], [0.0257, 0.4470, -2.4148], [-1.6101, 1.9729, -0.7729], [-3.0236, 0.9428, -1.1051], [-2.6545, -0.5360, -1.3712], [-3.5945, 1.4940, -2.4700], [-4.3745, 1.2121, 0.1638], [-4.7605, -0.1046, 1.0619], [-5.3332, -1.3831, 0.2024], [-3.1340, -0.6723, 2.4812], [4.5082, -2.5408, -0.1635], [4.3933, -3.3913, 1.5358], [3.0062, -2.1146, 0.9454], [6.2285, -1.4509, 1.4578], [4.9184, -1.2758, 2.8058], [5.1746, -0.5036, -0.8456], [5.1439, 1.3592, -0.5037], [2.6349, -0.5780, -1.0363], [2.4529, 0.5237, 0.4823], [1.4522, 2.4988, 0.3599], [1.1361, 3.1896, -1.3958], [-3.9631, 2.0270, 0.9325], [-5.3674, 1.7002, -0.2838], [-5.6553, 0.2347, 1.7757], [-4.4904, -2.2265, 0.2510], [-5.4332, -1.1323, -0.9599], [-6.3115, -1.8655, 0.6263], [-6.8115, -0.1032, -1.8532]],
  "atomic_forces_ev_per_a": [[0.97, -0.21, -1.06], [-0.55, -1.30, 2.01], [0.16, -1.65, -2.56], [1.32, 0.85, -0.31], [-1.32, -0.56, 2.07], [-3.00, -0.92, 2.06], [1.95, 2.72, -0.31], [-0.08, -5.36, -1.95], [-0.40, 3.66, -3.31], [-0.76, 2.61, 4.99], [0.48, -2.07, -0.21], [-0.57, -3.15, -6.66], [-1.25, 4.79, 2.36], [1.93, -0.77, 5.19], [-0.51, 0.89, 2.84], [-1.85, 0.38, -0.19], [1.84, -1.18, 0.37], [-0.95, 0.38, -1.16], [-0.91, 0.21, 2.40], [-0.73, 2.31, -1.17], [2.32, -0.54, 0.38], [-2.07, 0.64, -0.06], [0.44, 0.50, -2.65], [-1.38, 1.58, 1.54], [-1.33, -2.01, 0.72], [0.85, 2.16, 0.38], [1.52, -0.31, -2.11], [-0.16, -1.02, -2.12], [0.53, -2.19, 1.10], [-0.75, -1.67, -1.78], [2.53, -1.01, 0.33], [2.17, -0.44, -1.55], [-1.98, 1.77, -0.39], [1.37, -1.32, 3.01], [1.73, 1.19, -0.77], [-1.55, 1.03, -1.44]],
  "nbo_charge": [-0.671, -0.109, -0.411, -0.117, -0.133, -0.406, -0.256, 1.923, -0.642, -0.696, -0.679, 1.973, -0.797, -0.775, -0.680, -0.379, -0.664, 0.272, 0.218, 0.271, 0.221, 0.235, 0.229, 0.237, 0.265, 0.268, 0.217, 0.273, 0.291, 0.322, 0.271, 0.275, 0.306, 0.084, 0.269, 0.992]
}

=====

2.
{
  "formula": "C18H17ClF2N6O4S3",
  "method": "ωB97M-V with the def2-TZVPD basis set",
  "homo_lumo_gap_ev": 8.85,
  "e_homo_ev": -8.493,
  "charge": 0,
  "smiles": "Cc1nnc(SCC2=C(C(=O)O)N3C(=O)[C@@H](NC(=O)Cn4nc(C(F)F)c(Cl)c4C)[C@@H]3SC2)s1",
  "elements": ["C", "C", "N", "N", "C", "S", "C", "C", "C", "C", "O", "O", "N", "C", "O", "C", "N", "C", "O", "C", "N", "N", "C", "C", "F", "F", "C", "Cl", "C", "C", "C", "S", "C", "S", "H", "H", "H", "H", "H", "H", "H", "H", "H", "H", "H", "H", "H", "H", "H", "H", "H"],
  "positions_angstrom": [[-6.3770, -4.0554, -1.4497], [-5.8442, -2.9204, -0.6701], [-4.9096, -3.0005, 0.2002], [-4.5849, -1.8544, 0.7822], [-5.2777, -0.8490, 0.3601], [-5.1303, 0.7792, 0.9157], [-3.7133, 0.6108, 2.0848], [-2.4039, 0.6791, 1.3740], [-1.9028, 1.8590, 0.9529], [-2.6380, 3.1563, 1.1154], [-3.0649, 3.5723, 2.1589], [-2.7841, 3.7721, -0.0488], [-0.7086, 1.9199, 0.2611], [-0.0546, 2.8163, -0.5526], [-0.0952, 4.0037, -0.6567], [0.7909, 1.6789, -1.1664], [2.2112, 1.7800, -1.0968], [3.0256, 1.4243, -2.1120], [2.6749, 1.1703, -3.2370], [4.5007, 1.3570, -1.6550], [4.6156, 0.3599, -0.6248], [4.0266, 0.5778, 0.5439], [4.1563, -0.5341, 1.2534], [3.5578, -0.6826, 2.6092], [2.2027, -0.5328, 2.5483], [3.9935, 0.2658, 3.4686], [4.8529, -1.4933, 0.5005], [5.2713, -3.0813, 0.9795], [5.1284, -0.8868, -0.7176], [5.8152, -1.4206, -1.9159], [0.1078, 0.7842, -0.1108], [-0.9303, -0.6286, -0.5782], [-1.7385, -0.6270, 1.0642], [-6.4592, -1.2732, -0.8642], [-6.2322, -3.8810, -2.5149], [-7.4442, -4.1715, -1.2669], [-5.8565, -4.9629, -1.1568], [-3.8472, -0.3400, 2.5946], [-3.8378, 1.4440, 2.7737], [-3.2167, 4.6343, 0.0583], [0.5042, 1.4498, -2.1964], [2.6257, 1.8697, -0.1737], [5.1296, 1.0920, -2.5036], [4.7998, 2.3286, -1.2539], [3.7665, -1.6700, 3.0468], [5.1520, -1.3963, -2.7799], [6.1093, -2.4493, -1.7283], [6.7071, -0.8386, -2.1455], [0.7748, 0.4643, 0.6953], [-2.4790, -1.4271, 1.0346], [-0.9701, -0.8731, 1.8006]],
  "atomic_forces_ev_per_a": [[-0.13, -0.13, -0.16], [-0.45, 0.76, -0.23], [-0.07, -1.64, -0.45], [0.27, 1.25, 0.66], [-0.48, -0.03, -0.45], [0.01, 0.37, 0.34], [-0.41, 0.11, -0.20], [0.26, 0.60, -0.09], [-0.33, -0.34, 0.37], [-0.09, -0.04, 0.26], [-0.08, 0.02, 0.12], [-0.12, 0.08, -0.60], [-0.13, -0.11, 0.19], [0.37, 0.37, -0.26], [0.10, 0.18, -0.10], [0.06, -0.14, -0.25], [-0.38, 0.34, 0.29], [0.55, 0.14, 0.33], [-0.09, -0.15, -0.48], [-0.35, 0.31, -0.46], [0.31, -0.59, 0.37], [-0.14, 0.22, 0.88], [0.16, 0.11, -0.46], [0.06, -0.42, 0.17], [-0.30, -0.04, -0.14], [0.26, 0.23, 0.10], [-0.05, 0.41, -0.29], [0.04, -0.09, -0.03], [0.03, -0.45, 0.34], [-0.02, 0.06, -0.06], [-0.19, -0.71, -0.03], [0.19, 0.14, 0.10], [0.39, -0.15, -0.42], [0.72, -0.45, 0.56], [-0.01, -0.08, -0.06], [-0.04, -0.09, -0.03], [0.01, -0.02, 0.01], [0.04, 0.05, 0.09], [-0.06, -0.12, 0.00], [0.08, -0.16, 0.25], [-0.07, 0.05, 0.14], [-0.05, -0.06, -0.21], [-0.11, 0.02, 0.11], [0.07, -0.13, -0.02], [-0.02, 0.25, -0.17], [0.02, -0.04, -0.09], [0.03, -0.04, -0.03], [0.07, -0.02, -0.06], [0.01, 0.10, -0.07], [0.13, 0.11, 0.11], [-0.07, -0.05, 0.08]],
  "nbo_charge": [-0.659, 0.071, -0.259, -0.341, -0.138, 0.305, -0.546, -0.013, 0.060, 0.785, -0.581, -0.656, -0.438, 0.693, -0.543, -0.142, -0.618, 0.677, -0.595, -0.310, -0.131, -0.265, 0.024, 0.555, -0.345, -0.328, -0.143, 0.039, 0.158, -0.658, -0.169, 0.208, -0.579, 0.348, 0.232, 0.231, 0.248, 0.257, 0.272, 0.507, 0.264, 0.432, 0.243, 0.238, 0.152, 0.241, 0.248, 0.231, 0.219, 0.285, 0.235]
}